No. 1
A molecular structure, C27H44F5GaI2O8PS5 in a non-equilibrium geometry. Source: OMol25; level of theory: ωB97M-V with the def2-TZVPD basis set.

## Properties
Charge ... -1
Orbital gap ... 0.2255 hartree
E_HOMO ... -0.1624 Ha

Geometry as XYZ:
```
93
Properties=species:S:1:pos:R:3:mulliken_charge:R:1
C -4.62082 0.95040 0.71479 -1.011
C -3.97392 -0.15878 1.57442 -0.430
I -3.69971 0.75772 3.57866 -0.032
C -4.92325 -1.34080 1.66151 -0.788
I -4.27735 -2.83306 3.07763 -0.003
Ga -5.36487 -2.21228 -0.14457 0.214
P -6.95584 -3.94362 0.27447 0.108
S -6.33963 -5.82290 0.01841 -0.493
C -3.76474 -2.87412 -1.25374 0.884
F -4.13319 -4.01544 -1.95588 -0.297
F -3.48100 -1.93123 -2.23740 -0.304
C -2.50414 -3.18996 -0.50203 -0.213
C -1.39667 -2.36660 -0.56479 -0.900
C -0.25856 -2.68797 0.16762 -0.070
C -0.24337 -3.82655 0.94353 -1.366
C -1.35257 -4.66121 0.97729 0.453
C -1.29672 -5.88625 1.83919 0.776
F -2.42246 -6.61820 1.78294 -0.269
F -1.11364 -5.56151 3.14731 -0.267
F -0.26083 -6.69906 1.50447 -0.280
C -2.49018 -4.35640 0.25966 -0.587
H -5.56926 0.59966 0.31441 0.361
H -4.84567 1.82369 1.32200 0.286
H -3.94834 1.25657 -0.08504 0.128
H -2.97470 -0.42254 1.24504 0.388
H -5.86321 -0.96045 2.06324 0.682
H -6.12481 -1.11717 -1.03089 -0.375
H -8.08210 -3.70456 -0.53978 0.035
H -7.43042 -3.77700 1.59408 0.026
H -1.40621 -1.47639 -1.17393 0.904
H 0.58593 -2.01441 0.11528 0.483
H 0.63317 -4.06935 1.53163 0.388
H -3.36056 -5.00200 0.29225 0.531
C -3.26504 7.09794 0.74950 -0.519
C -4.74217 6.67867 0.74092 -0.713
C -4.78485 5.14614 0.78648 -0.636
S -3.28656 4.62611 1.63920 1.064
O -2.45299 3.91035 0.70770 -0.528
O -3.62708 4.08123 2.92403 -0.653
C -2.60321 6.27245 1.84762 -0.736
H -3.14766 8.16622 0.92845 0.370
H -2.80956 6.86565 -0.21570 0.245
H -5.24141 7.08853 1.62125 0.307
H -5.26385 7.05742 -0.13701 0.327
H -5.64259 4.76699 1.33559 0.375
H -4.76213 4.70922 -0.20995 0.391
H -1.51978 6.22224 1.76879 0.370
H -2.89184 6.62279 2.83814 0.332
C 1.49636 3.31827 0.58513 -0.743
C 2.51193 2.17521 0.74732 -0.620
C 1.71957 0.86684 0.78904 -0.203
S 0.23229 1.15105 -0.17299 1.060
O -0.91645 1.07493 0.68314 -0.454
O 0.29945 0.35948 -1.38301 -0.712
C 0.55684 2.87168 -0.53354 -0.737
H 1.98532 4.26031 0.33846 0.430
H 0.93362 3.46220 1.51085 0.326
H 3.18709 2.17210 -0.09950 0.248
H 3.10906 2.29055 1.64847 0.368
H 2.26986 0.03904 0.34485 -0.103
H 1.41182 0.60639 1.80076 0.513
H -0.38921 3.40927 -0.56311 0.291
H 1.05095 2.91679 -1.50457 0.344
C 2.92026 -2.38161 -4.95924 -0.677
C 1.85878 -1.79527 -4.01780 -0.793
C 2.46256 -1.76608 -2.61122 0.485
S 4.23856 -1.61118 -2.82582 1.338
O 4.88560 -2.80601 -2.33252 -0.712
O 4.68552 -0.31140 -2.38682 -0.651
C 4.22322 -1.66596 -4.61760 -0.885
H 2.65415 -2.24498 -6.00657 0.395
H 3.02699 -3.45292 -4.77551 0.291
H 1.60931 -0.77973 -4.33069 0.292
H 0.93861 -2.37597 -4.03222 0.385
H 2.09894 -0.92147 -2.03063 -0.501
H 2.27672 -2.69447 -2.07289 0.322
H 5.11494 -2.18061 -4.96847 0.437
H 4.21816 -0.63654 -4.97497 0.350
C 6.96585 -1.45032 0.39619 -0.280
C 8.11953 -0.56950 0.89951 -0.717
C 7.57793 0.85953 1.03699 -0.793
S 5.81724 0.69441 1.36959 1.250
O 5.08378 1.23857 0.25739 -0.555
O 5.53185 1.11217 2.72059 -0.796
C 5.76142 -1.09000 1.25741 -0.610
H 7.20187 -2.51036 0.46989 0.419
H 6.75121 -1.22581 -0.65037 0.032
H 8.45898 -0.93064 1.87270 0.307
H 8.97297 -0.59901 0.22357 0.372
H 8.03685 1.40636 1.85681 0.378
H 7.68283 1.42167 0.11119 0.366
H 4.81050 -1.39261 0.82432 0.184
H 5.85665 -1.48450 2.26903 0.402
```

=====

No. 2
A molecular structure, C27H44F6LaOP2 in a non-equilibrium geometry. Source: OMol25; level of theory: ωB97M-V with the def2-TZVPD basis set.

## Properties
Charge ... +1
Orbital gap ... 0.2930 hartree
E_HOMO ... -0.3888 Ha
ΔE to the lowest compared entry with this formula, charge and spin ... 0.000 eV

Geometry as XYZ:
```
81
Properties=species:S:1:pos:R:3:mulliken_charge:R:1
La 0.06234 -0.07750 2.05359 0.168
C -0.66761 -2.55907 2.88993 0.705
C 0.63578 -2.83976 2.39069 0.452
C 0.86466 -1.30359 4.11605 0.332
C -0.54331 -1.61611 3.97189 -0.307
C 1.57944 -2.07135 3.12443 0.706
C -1.94873 -3.11963 2.37380 -1.557
H -1.87458 -3.50236 1.36021 0.352
H -2.76848 -2.40023 2.37200 0.292
H -2.27013 -3.95000 3.00812 0.344
C -1.65473 -0.81741 4.55855 -1.161
H -2.61588 -0.96347 4.06246 0.259
H -1.50631 0.26537 4.56752 0.464
H -1.75708 -1.08447 5.61127 0.381
C 1.41264 -0.14423 4.87969 -0.964
H 1.56839 -0.46534 5.91008 0.378
H 0.75584 0.72965 4.95596 0.297
H 2.37432 0.22997 4.51694 0.262
C 3.05507 -2.07564 2.93101 -1.493
H 3.53785 -2.72500 3.66703 0.346
H 3.50766 -1.09196 3.05238 0.276
H 3.35537 -2.43130 1.95081 0.345
C 0.96669 -3.88079 1.37794 -1.563
H 1.20351 -4.84405 1.84562 0.302
H 1.82815 -3.62203 0.76668 0.334
H 0.14809 -4.07215 0.68849 0.341
C -1.53524 0.84519 -5.03823 -0.219
C -1.61019 -0.46468 -5.03691 -0.619
C -0.80186 -1.45883 -5.83022 -0.526
C 0.54745 -0.94599 -6.38285 -0.988
C 1.47230 -0.44930 -5.30177 -0.153
C 1.54140 0.73926 -4.74697 -0.506
C 0.74017 1.97445 -5.06728 -0.418
C -0.59796 1.74270 -5.80398 -1.015
H -1.38675 -1.86602 -6.67194 0.364
H 0.37927 -0.21661 -7.18349 0.330
H -0.59797 -2.32172 -5.17601 0.274
H -0.41726 1.41178 -6.83335 0.364
H -2.26940 1.42998 -4.44124 0.332
H -2.42550 -0.95447 -4.46552 0.650
H -1.08360 2.73177 -5.88097 0.404
H 0.52400 2.48636 -4.11573 0.209
H 2.34659 0.94134 -4.01144 0.440
H 1.33519 2.69249 -5.65621 0.415
H 1.03598 -1.81567 -6.85737 0.415
H 2.19664 -1.23319 -4.99051 0.324
P -1.11104 -0.36714 -0.41021 0.714
C -2.67000 0.53173 -0.21690 -1.094
C -1.28795 -1.79623 -1.45397 -0.561
P 1.80734 0.24492 -0.04828 0.570
C 0.25982 0.80607 -1.03768 -0.455
C 2.74319 -0.94748 -0.98154 -1.027
C 2.81159 1.68842 0.40109 -1.175
H -2.66943 1.30609 0.57440 0.218
H -3.45907 -0.19677 0.06862 0.421
H -2.87405 1.00023 -1.19675 0.354
H -1.41055 -1.40724 -2.48592 -0.118
H -2.17295 -2.36914 -1.08228 0.420
H -0.38596 -2.44541 -1.33848 0.251
H 3.06959 2.19074 -0.55063 0.415
H 3.71085 1.31756 0.94308 0.381
H 2.29080 2.38810 1.09416 0.340
H -0.00236 1.85578 -0.78186 0.377
H 0.41931 0.63298 -2.12004 -0.180
H 3.68917 -1.14396 -0.42183 0.402
H 2.91456 -0.50237 -1.98186 0.350
H 2.17836 -1.90862 -1.03922 0.205
C 0.29469 3.16628 2.64380 -1.876
C -1.15549 2.75333 2.80802 1.600
O -1.41618 1.45208 2.50951 -0.157
C -1.68453 2.98923 4.27456 0.333
F -1.67552 4.30178 4.57208 -0.269
F -2.91684 2.48150 4.46464 -0.221
F -0.85091 2.34859 5.17582 -0.247
C -2.05703 3.58029 1.82454 0.111
F -1.93389 4.89689 2.06024 -0.282
F -1.63391 3.33441 0.52957 -0.175
F -3.35192 3.21375 1.89299 -0.221
H 0.95890 2.46237 3.19290 0.330
H 0.39106 4.17903 3.04043 0.616
H 0.53807 3.12581 1.56588 0.287
```

=====

No. 3
A molecular structure, C27H44GeN2O7STc in a non-equilibrium geometry. Source: OMol25; level of theory: ωB97M-V with the def2-TZVPD basis set.

## Properties
⟨S²⟩ ... 2.0130
Spin multiplicity ... 3
Charge ... +1
Orbital gap (spin up / spin down) ... 0.2526 / 0.2507 hartree
E_HOMO (spin up / spin down) ... -0.3987 / -0.3969 Ha

Geometry as XYZ:
```
83
Properties=species:S:1:pos:R:3:lowdin_spin:R:1
Tc 0.61683 0.64239 0.40420 1.786
C -1.16206 -3.18141 1.71373 0.000
C -1.30278 -1.66608 1.55063 0.002
C -0.72031 -0.96440 2.77741 0.008
C -2.78350 -1.33314 1.40254 0.000
O -0.58295 -1.20471 0.38631 0.029
Ge 0.76233 -2.41733 -0.41965 0.003
O 1.94538 -1.25491 0.50259 0.024
C 3.18438 -1.65664 1.13169 0.001
C 3.33897 -3.17249 1.00920 0.000
C 3.10757 -1.26057 2.60415 0.001
C 4.37956 -0.96644 0.45767 0.000
O 0.39249 -2.09965 -3.18942 0.000
C 0.80661 -2.06466 -4.57135 0.000
C -0.82787 -0.49780 -5.37042 0.000
C -0.01045 -3.19818 -5.17597 0.000
C 2.30122 -2.28497 -4.74031 0.000
H -1.77381 -3.51896 2.54826 0.000
H -0.12382 -3.46803 1.91626 0.000
H -1.50239 -3.69557 0.81228 0.000
H -1.33876 -1.14448 3.65547 0.000
H -0.68569 0.12151 2.60455 0.003
H 0.29020 -1.32289 2.97992 0.000
H -3.34001 -1.73331 2.25021 0.000
H -3.17079 -1.78057 0.48685 0.000
H -2.93739 -0.25878 1.36278 0.000
H 2.47562 -3.69114 1.43879 0.000
H 4.22955 -3.50104 1.54112 0.000
H 3.43443 -3.45952 -0.04150 0.000
H 2.37358 -1.87062 3.13351 0.000
H 2.82318 -0.20802 2.69078 0.000
H 4.07706 -1.39613 3.08240 0.000
H 4.11285 -0.67090 -0.55514 0.000
H 5.23560 -1.63839 0.41359 0.000
H 4.68218 -0.08297 1.01847 0.000
H -1.44362 -0.67788 -4.48706 0.000
H -1.21308 -1.07658 -6.21117 0.000
H -0.85459 0.55919 -5.62425 0.000
H -1.06278 -3.11127 -4.90984 0.000
H 0.36240 -4.14850 -4.80026 0.000
H 0.09818 -3.17419 -6.25848 0.000
H 2.85100 -1.40660 -4.40764 0.000
H 2.50871 -2.44273 -5.79597 0.000
H 2.62463 -3.15468 -4.17098 0.000
C -2.94122 0.54566 -1.95170 0.000
C -2.70639 1.93779 -1.35612 0.000
C -3.02250 1.99959 0.11802 -0.002
C -4.35200 1.95053 0.52039 0.000
C -4.69940 2.06847 1.85298 -0.002
C -3.71554 2.27826 2.80421 0.000
C -2.37326 2.34584 2.45180 -0.001
C -1.34521 2.67566 3.51614 0.000
C -1.45376 1.85695 4.80526 0.000
C -2.03195 2.16936 1.09510 0.002
N -0.65157 2.23707 0.71289 -0.007
C -0.09063 3.42797 0.69689 0.010
C 1.29308 3.47029 0.56130 0.015
C 2.28335 4.45952 0.54179 0.027
C 3.49953 3.79040 0.47942 0.019
C 3.21422 2.42094 0.44872 0.021
N 1.89227 2.21698 0.50635 0.012
H -2.84998 0.58410 -3.03683 0.000
H -3.94182 0.18392 -1.71170 0.000
H -2.21268 -0.16526 -1.56252 0.000
H -3.35364 2.65303 -1.86835 0.000
H -1.67479 2.23184 -1.53078 0.000
H -5.12311 1.82967 -0.23132 0.000
H -5.73955 2.03520 2.14914 0.000
H -3.99733 2.41250 3.84065 0.000
H -1.47360 3.73038 3.77823 0.000
H -0.33541 2.56569 3.12293 0.000
H -2.43109 1.96238 5.27358 0.000
H -0.70714 2.20621 5.51811 0.000
H -1.27734 0.79716 4.62415 0.000
H -0.69921 4.31619 0.82729 -0.001
H 2.11436 5.52398 0.55462 0.001
H 4.48503 4.22440 0.45995 0.001
H 3.90982 1.60583 0.35273 0.001
O 0.53838 -0.80622 -5.11566 0.000
S 1.44657 0.51769 -2.56702 0.010
O 2.74168 0.57245 -1.93834 0.007
O 0.38541 1.00640 -1.58069 0.029
O 1.21853 -1.30484 -2.30756 0.001
```

=====

No. 4
7 unconnected molecules or ions with the total composition C27H44NO21 in a non-equilibrium geometry. Source: OMol25; level of theory: ωB97M-V with the def2-TZVPD basis set.

## Properties
Charge ... +1
Orbital gap ... 0.3390 hartree
E_HOMO ... -0.4496 Ha
ΔE to the lowest compared entry with this formula, charge and spin ... 0.751 eV

Geometry as XYZ:
```
93
Properties=species:S:1:pos:R:3:mulliken_charge:R:1
C 4.21593 -0.62424 -0.42436 -0.923
C 3.21354 0.37704 -0.89197 0.837
O 3.20761 0.82982 -1.95572 -0.445
O 2.24839 0.68988 0.04420 -0.304
C 0.98599 0.81317 -0.49925 -1.233
N 0.45244 -0.46867 -1.02441 0.276
O 0.02584 -1.32333 -0.00291 -0.253
H 4.42471 -1.32286 -1.21557 0.401
H 5.10775 -0.15922 -0.02707 0.064
H 3.76654 -1.18554 0.38594 0.321
H 0.31806 1.12158 0.28834 0.547
H 0.91519 1.54578 -1.28902 0.646
H -0.36855 -0.24979 -1.64022 0.437
H 1.10892 -0.96966 -1.62968 0.506
H -0.24536 -2.13918 -0.45636 0.316
C 1.63462 4.39370 0.28773 -1.481
C 0.16093 4.63633 0.07063 1.225
C -0.44855 5.66521 0.98561 -0.543
O -1.81433 5.22555 1.06028 -0.340
C -1.82805 3.89340 0.85634 0.478
O -2.77119 3.19241 1.04720 -0.545
O -0.61814 3.45985 0.40761 -0.071
H 2.00100 3.61831 -0.38825 0.235
H 2.20467 5.30396 0.10805 0.421
H 1.82748 4.04874 1.30589 0.404
H -0.03648 4.88637 -0.97295 -0.379
H -0.39214 6.67404 0.58497 0.339
H -0.02496 5.65199 1.99314 0.332
C -3.45618 -4.72093 -4.51031 -1.508
C -2.44537 -4.09073 -3.58721 0.501
C -2.95887 -3.78527 -2.20194 -0.577
O -2.13284 -2.65545 -1.82992 -0.191
C -1.77672 -2.03654 -2.97096 0.505
O -1.25382 -0.94900 -2.99788 -0.679
O -2.06512 -2.76333 -4.04166 -0.329
H -3.02455 -4.87802 -5.49788 0.381
H -3.78798 -5.68135 -4.11816 0.394
H -4.32227 -4.07056 -4.63824 0.358
H -1.53736 -4.69721 -3.54803 0.272
H -2.82887 -4.60634 -1.50260 0.367
H -4.00102 -3.46426 -2.18964 0.300
C -2.34192 2.07063 -4.28541 -1.482
C -2.22624 3.57298 -4.26431 0.534
C -1.50531 4.16616 -5.45060 -0.570
O -0.94391 5.36371 -4.89346 -0.379
C -0.76278 5.14923 -3.57303 0.624
O -0.14024 5.85629 -2.84636 -0.542
O -1.38611 4.00752 -3.17861 -0.200
H -2.83864 1.71622 -3.38130 0.342
H -2.90962 1.73026 -5.15084 0.438
H -1.35255 1.61056 -4.30744 0.287
H -3.20971 4.03091 -4.13173 0.244
H -2.16766 4.40079 -6.27992 0.321
H -0.68692 3.53747 -5.80974 0.326
C -5.11729 0.60795 2.57133 -1.519
C -4.34372 -0.64378 2.87835 0.573
C -3.21969 -0.90173 1.91395 -0.381
O -3.09166 -2.33046 1.96385 -0.123
C -4.31652 -2.82844 2.30205 0.445
O -4.61026 -3.97718 2.23839 -0.539
O -5.14035 -1.83446 2.70841 -0.376
H -5.93703 0.74461 3.27596 0.386
H -4.45608 1.47305 2.62690 0.365
H -5.55820 0.56068 1.57474 0.350
H -3.98611 -0.62690 3.91153 0.292
H -2.28999 -0.42007 2.20928 0.322
H -3.46477 -0.61270 0.88852 0.232
C 7.30594 3.27731 1.01291 -1.419
C 8.11970 2.05180 1.34826 0.506
C 9.24163 1.76027 0.38123 -0.508
O 9.37090 0.33600 0.48724 -0.317
C 8.16452 -0.15587 0.85504 0.645
O 7.86373 -1.30386 0.84379 -0.523
O 7.33047 0.85201 1.23410 -0.326
H 6.49586 3.40612 1.73110 0.347
H 7.92876 4.17113 1.02747 0.387
H 6.84887 3.17941 0.02665 0.335
H 8.48787 2.11160 2.37562 0.244
H 10.17420 2.25096 0.64861 0.320
H 8.98719 2.00844 -0.65211 0.309
C -2.46280 -3.90999 5.15756 -1.223
C -1.40869 -4.91094 4.76014 0.630
C -1.87458 -5.93750 3.75611 -0.293
O -1.03106 -7.05583 4.05684 -0.369
C -0.68330 -6.96269 5.37015 0.576
O -0.15282 -7.81984 5.99069 -0.504
O -1.03272 -5.74299 5.86661 -0.370
H -2.07579 -3.21820 5.90681 0.400
H -2.78929 -3.34062 4.29107 0.030
H -3.32521 -4.40774 5.60201 0.384
H -0.50883 -4.39525 4.40949 0.208
H -1.73671 -5.61892 2.72521 0.175
H -2.91538 -6.23374 3.90312 0.327
```